The following is a quantum chemistry calculation of 7 unconnected molecules or ions with the total composition C40H83NO4S in a non-equilibrium geometry, from OMol25.

Values from the calculation:
Lowest unoccupied orbital energy (spin up / spin down) = 2.159 / 2.157 eV
E = -2327.56120 Eh
Net charge = -1
Kohn-Sham gap (spin up / spin down) = 3.85 / 7.99 eV
Multiplicity = 2
HOMO energy (spin up / spin down) = -1.6908 / -5.8354 eV
F_max = 0.12721 hartree/bohr
ΔE to the lowest compared entry with this formula, charge and spin = 37.5 kcal per mole

XYZ file:
```
129
Properties=species:S:1:pos:R:3:forces:R:3
C -1.21331 -2.23290 2.08225 -0.446 2.025 2.257
C -0.89203 -3.25765 1.26747 -0.393 -0.988 -0.431
C -0.53963 -2.98769 -0.03520 -0.231 -1.323 -1.000
C -0.50779 -1.68960 -0.49984 0.831 2.487 -1.397
C -1.00525 -0.65345 0.32940 1.021 0.616 -0.468
C -1.25097 -0.91002 1.64656 -1.030 -0.218 -0.841
N 0.08367 -1.33838 -1.80453 -2.676 -2.009 5.621
O 0.37457 -2.28123 -2.49606 1.489 -3.375 -2.862
O 0.11020 -0.19078 -2.17392 0.152 4.232 -1.066
H -1.54306 -2.29455 3.10883 0.080 -0.901 0.263
H -1.09229 -4.22891 1.69519 0.463 -0.560 -0.462
H -0.40926 -3.71985 -0.81836 0.334 -0.465 0.281
H -1.06513 0.34329 -0.08209 -0.085 0.074 -0.090
H -1.78006 -0.19431 2.25829 0.399 0.389 0.230
C 3.22004 -1.30774 0.40204 -0.030 -0.265 -1.013
C 2.61368 -2.66395 0.86484 0.562 1.078 0.403
C 3.33873 -3.30903 2.03264 -0.461 0.046 0.068
C 2.61858 -4.45115 2.74947 -0.257 -0.096 -1.361
C 2.32707 -5.66837 1.84098 -0.335 -0.674 0.751
C 1.60036 -6.86458 2.50995 0.636 0.494 0.058
H 2.64349 -0.95944 -0.45492 -0.279 -0.040 -0.123
H 4.22320 -1.39807 -0.01463 0.287 -0.290 0.187
H 3.24402 -0.43182 1.05034 -0.179 -0.440 0.729
H 1.61962 -2.42243 1.24117 -0.244 -0.344 -0.475
H 2.61200 -3.32676 -0.00047 -0.487 0.048 -0.015
H 3.29228 -2.54272 2.80640 1.171 0.291 0.075
H 4.32204 -3.67267 1.73436 0.398 0.496 0.225
H 3.29040 -4.71432 3.56648 -0.316 -0.375 0.276
H 1.72045 -3.96174 3.12622 -0.369 -0.561 0.310
H 1.67676 -5.45616 0.99236 0.447 0.665 -0.210
H 3.27103 -6.08017 1.48398 0.203 0.354 -0.284
H 0.52539 -6.73279 2.38679 -0.016 -0.241 0.407
H 1.92130 -7.79609 2.04369 -0.268 -0.046 -0.204
H 1.90771 -6.95596 3.55172 -0.358 0.059 0.213
C 2.54625 -0.95394 -4.94536 0.227 0.491 0.242
C 3.27736 0.30072 -4.33243 -1.185 -0.403 -1.757
C 3.51796 1.52973 -5.35585 -0.095 -1.635 1.166
C 4.17234 1.15467 -6.68685 0.530 1.305 0.545
C 4.71554 2.50694 -7.38987 -1.638 -1.545 0.419
C 3.54129 3.42777 -7.94970 0.967 -1.413 -0.077
H 1.63681 -0.64829 -5.46266 -0.083 -0.019 0.034
H 2.26019 -1.66681 -4.17200 -0.239 0.342 0.288
H 3.12580 -1.57636 -5.62713 0.420 0.415 -0.333
H 2.61943 0.61954 -3.52398 0.141 0.235 0.094
H 4.19715 -0.08257 -3.89063 0.316 0.467 -0.079
H 4.23111 2.14335 -4.80541 0.151 0.336 -0.146
H 2.64419 2.16419 -5.50441 -0.339 -0.329 0.196
H 4.95524 0.46967 -6.36138 0.847 0.332 -0.343
H 3.63149 0.49804 -7.36834 -0.729 0.478 -0.048
H 5.28265 3.03620 -6.62413 0.272 -0.045 -0.271
H 5.32630 2.09392 -8.19268 0.364 0.787 -0.121
H 2.59721 3.17938 -7.46481 0.040 0.208 0.117
H 3.72634 4.50102 -7.90511 0.131 -0.112 0.232
H 3.43055 3.16398 -9.00148 -0.200 0.127 -0.091
C 0.44031 3.17281 0.82450 -1.450 1.722 1.087
C 1.77164 2.62184 0.50442 0.128 -0.661 -0.061
C 2.16115 2.97010 -0.93394 0.356 -0.284 0.444
C 2.76899 4.42144 -1.05347 -1.461 -1.259 0.860
C 3.38927 4.66964 -2.37604 0.688 -0.445 0.053
C 2.34330 4.59420 -3.47228 -0.145 -0.131 -0.325
H -0.43578 2.71685 0.36335 0.411 0.005 -0.915
H 0.52290 4.24007 0.61896 -0.712 0.239 -0.431
H 0.07238 3.18205 1.85049 0.755 -0.357 0.617
H 2.55912 3.05586 1.12053 -0.099 -0.107 0.465
H 1.70369 1.55440 0.71432 0.557 -0.221 -0.391
H 1.32063 2.76263 -1.59620 -0.214 0.452 0.028
H 2.83988 2.16460 -1.21430 0.745 0.406 -0.351
H 1.97333 5.15631 -0.93098 -0.339 0.022 0.188
H 3.44400 4.61186 -0.21907 0.268 -0.218 -0.002
H 3.94527 5.60476 -2.30888 -0.256 0.384 -0.513
H 4.17903 3.92289 -2.45813 0.016 -0.275 -0.602
H 1.60604 5.38890 -3.35831 0.343 0.595 -0.353
H 2.79722 4.53250 -4.46135 -0.177 0.472 -0.117
H 1.67179 3.73754 -3.41477 0.510 -0.478 0.258
C -2.32284 2.89412 -2.05558 -0.343 0.293 -1.745
C -3.29609 3.17771 -3.28362 0.288 -0.096 -0.413
C -2.68275 2.83907 -4.73384 0.021 0.727 0.982
C -3.08980 3.70949 -5.94600 -1.691 -0.495 2.304
C -2.45618 3.35516 -7.23708 1.695 1.884 -0.392
C -0.87763 3.60284 -7.23127 -1.121 -1.983 -0.301
H -2.08221 1.83561 -1.95691 -0.346 -0.093 0.165
H -2.66410 3.34106 -1.12183 -0.224 -0.220 -0.051
H -1.35630 3.34258 -2.28531 0.066 0.250 -0.005
H -4.29036 2.75740 -3.13238 0.162 -1.076 -0.048
H -3.66367 4.20374 -3.26777 0.865 0.668 -0.105
H -2.85126 1.81062 -5.05322 -0.163 -0.205 0.397
H -1.60133 2.92126 -4.62490 0.139 -0.021 0.089
H -4.17565 3.66958 -6.03234 -0.434 -0.709 -0.256
H -3.07261 4.78325 -5.75933 1.094 0.235 0.214
H -2.69852 2.39525 -7.69308 0.062 -0.173 0.479
H -2.94139 4.11816 -7.84577 0.415 -0.104 -0.957
H -0.48375 4.56698 -6.90972 -0.441 0.170 -0.502
H -0.36968 2.86869 -6.60588 -0.294 -0.057 0.588
H -0.54783 3.21352 -8.19448 0.363 0.960 -0.418
C 0.34721 -0.83254 5.55545 -0.123 0.173 0.297
C -0.22412 -0.50127 6.95465 0.025 1.642 -0.697
C -0.51105 1.05273 7.13530 0.400 -1.226 -0.068
C -1.05274 1.49745 8.52109 1.315 -0.027 -0.853
C -2.28692 0.81570 8.97179 -0.316 -0.127 1.710
C -3.45716 0.85047 8.05611 -0.107 -0.865 0.102
H 1.42852 -0.70346 5.50860 0.114 -0.409 0.242
H 0.01845 -0.19543 4.73440 -0.588 0.094 0.149
H 0.03591 -1.85223 5.32867 0.477 -0.052 -0.305
H -1.19512 -0.99058 7.03095 0.052 -0.183 0.277
H 0.47081 -0.91593 7.68488 -0.211 0.111 0.323
H -1.14677 1.25560 6.27344 -0.744 0.279 0.332
H 0.34447 1.67613 6.87536 0.509 -0.268 0.282
H -0.34058 1.21738 9.29729 0.632 0.254 -0.175
H -1.09007 2.58680 8.51747 -0.375 0.120 0.079
H -1.99360 -0.20145 9.23152 -0.197 -0.311 -0.199
H -2.63077 1.20124 9.93159 0.401 0.407 0.267
H -3.37319 -0.11288 7.55312 -0.577 0.470 -1.077
H -4.36174 0.80414 8.66248 -0.220 0.239 -0.363
H -3.38947 1.75407 7.45028 -0.465 -0.339 -0.369
C -4.35819 -3.94466 3.33577 -1.205 1.238 1.188
C -5.77057 -4.10806 2.60410 1.273 -0.654 1.537
C -6.85796 -4.42014 3.65556 0.661 -0.136 0.240
S -6.01741 -5.33884 5.13052 0.444 0.251 -0.697
O -6.14217 -6.80448 5.09315 -0.331 1.822 -0.110
O -6.33624 -4.62737 6.37129 0.316 -0.659 -1.343
C -4.29630 -4.97486 4.51582 -0.520 -0.276 -1.852
H -4.23333 -2.94950 3.76257 -0.669 0.316 0.176
H -3.51545 -3.88908 2.64671 -0.001 -1.059 -0.115
H -5.66979 -4.98304 1.96196 -0.124 0.245 -0.367
H -6.05368 -3.20529 2.06284 0.204 -0.221 -0.182
H -7.66588 -4.98225 3.18717 0.056 -0.311 0.478
H -7.26185 -3.48481 4.04304 0.060 -0.202 0.423
H -4.05325 -5.87920 3.95798 0.106 -0.527 0.727
H -3.60296 -4.81133 5.34082 -0.216 0.208 -0.142
```
Positions in Å, forces in eV/Å.

Atom charges from the Mulliken analysis, given in e for atoms 1 to 99: number 1, C, carries -0.441; number 2, C, carries -0.418; number 3, C, carries -0.479; number 4, C, carries -0.570; number 5, C, carries -0.061; number 6, C, carries -0.929; number 7, N, carries 0.960; number 8, O, carries -0.835; number 9, O, carries -0.642; number 10, H, carries 0.634; number 11, H, carries 0.567; number 12, H, carries 0.431; number 13, H, carries 0.283; number 14, H, carries 0.500; number 15, C, carries -1.447; number 16, C, carries 0.952; number 17, C, carries -0.903; number 18, C, carries -0.349; number 19, C, carries -0.336; number 20, C, carries -1.205; number 21, H, carries 0.214; number 22, H, carries 0.458; number 23, H, carries 0.264; number 24, H, carries -0.648; number 25, H, carries 0.424; number 26, H, carries 0.206; number 27, H, carries 0.449; number 28, H, carries 0.388; number 29, H, carries 0.106; number 30, H, carries 0.168; number 31, H, carries 0.362; number 32, H, carries 0.259; number 33, H, carries 0.344; number 34, H, carries 0.304; number 35, C, carries -1.350; number 36, C, carries -0.132; number 37, C, carries 0.191; number 38, C, carries -0.881; number 39, C, carries -0.611; number 40, C, carries -0.756; number 41, H, carries 0.306; number 42, H, carries 0.344; number 43, H, carries 0.356; number 44, H, carries -0.143; number 45, H, carries 0.352; number 46, H, carries 0.206; number 47, H, carries -0.084; number 48, H, carries 0.434; number 49, H, carries 0.404; number 50, H, carries 0.327; number 51, H, carries 0.358; number 52, H, carries 0.000; number 53, H, carries 0.290; number 54, H, carries 0.353; number 55, C, carries -1.180; number 56, C, carries -0.018; number 57, C, carries 0.328; number 58, C, carries -0.774; number 59, C, carries -0.447; number 60, C, carries -0.958; number 61, H, carries 0.040; number 62, H, carries 0.340; number 63, H, carries 0.381; number 64, H, carries 0.399; number 65, H, carries -0.223; number 66, H, carries -0.150; number 67, H, carries 0.154; number 68, H, carries 0.288; number 69, H, carries 0.403; number 70, H, carries 0.362; number 71, H, carries 0.273; number 72, H, carries 0.413; number 73, H, carries 0.288; number 74, H, carries 0.106; number 75, C, carries -0.845; number 76, C, carries -0.971; number 77, C, carries 0.003; number 78, C, carries -0.857; number 79, C, carries -0.557; number 80, C, carries -1.047; number 81, H, carries 0.201; number 82, H, carries 0.489; number 83, H, carries 0.148; number 84, H, carries 0.421; number 85, H, carries 0.441; number 86, H, carries 0.316; number 87, H, carries -0.127; number 88, H, carries 0.406; number 89, H, carries 0.379; number 90, H, carries 0.323; number 91, H, carries 0.267; number 92, H, carries 0.358; number 93, H, carries 0.238; number 94, H, carries 0.413; number 95, C, carries -1.208; number 96, C, carries -0.196; number 97, C, carries -0.586; number 98, C, carries -0.696; number 99, C, carries -0.552